Computed, not measured: a 3-piece molecular cluster, C27H61BClN5O4P overall in a non-equilibrium geometry, with ωB97M-V with the def2-TZVPD basis set.

net charge: +1
E_LUMO: -0.183 Eh
frontier orbital gap: 6.19 eV
maximum force: 0.1187 hartree/bohr
molecular weight: 597.1 Da

The geometry in XYZ format:
```
100
Properties=species:S:1:pos:R:3:forces:R:3
C -7.657 3.394 0.571 -0.19 -0.03 -0.10
H 1.944 3.938 3.264 1.02 -0.84 -0.39
H 6.478 3.375 1.902 -0.50 -1.34 -1.40
H 6.607 0.855 2.508 -1.24 -0.73 -1.09
H -4.818 3.281 0.330 -0.01 -0.05 0.04
C -0.593 -0.063 0.975 -0.15 0.32 -1.17
C -6.245 -6.742 -3.825 0.09 -0.10 -0.18
H -7.071 -7.191 -3.267 0.02 0.08 -0.04
H -2.622 -2.735 -2.789 0.02 -0.01 0.08
C 3.132 0.511 0.945 1.16 -1.86 0.77
C 5.824 1.146 -0.925 0.36 -2.17 -0.22
C -4.740 1.487 -0.849 0.16 0.04 0.08
H -5.338 -0.497 -0.178 0.08 0.00 -0.01
H 3.371 -1.493 2.102 1.18 1.31 -0.36
C 6.220 0.474 1.508 1.87 1.77 -2.27
C 2.143 1.753 -2.079 -0.79 1.11 -1.56
H -4.697 -7.577 -2.606 0.03 0.10 -0.01
H 3.884 -0.771 -0.874 -1.13 1.04 0.91
N 1.089 2.700 -1.520 0.66 -0.19 -0.76
H 4.489 1.818 4.343 0.50 0.78 -0.39
C 3.981 1.856 0.964 -0.06 0.03 -1.80
H 0.932 0.034 -1.343 1.82 0.69 -0.37
H -5.808 2.357 2.369 -0.03 -0.04 -0.05
C 7.213 1.496 -1.629 -0.81 4.84 -3.64
H -1.314 0.169 0.097 0.97 -0.60 1.56
H -5.756 0.728 1.734 0.04 0.04 -0.01
C -0.273 2.142 1.822 -0.86 1.64 -0.57
O 2.354 3.035 3.303 1.47 -1.52 -0.48
H 6.649 -1.144 3.459 0.02 -0.51 -2.38
H -3.925 1.907 -1.449 -0.09 0.02 0.01
H 0.059 3.195 1.468 -0.37 -1.70 0.76
P 3.826 2.949 2.511 0.34 4.93 0.67
H 5.372 -1.352 0.737 0.32 0.65 0.24
H 3.585 2.533 0.110 0.32 -0.90 1.71
H -8.022 1.562 1.616 0.08 -0.03 -0.07
H -4.488 -0.472 -1.722 0.03 -0.05 0.09
H 2.247 -0.418 -2.518 -0.12 1.08 1.59
H -5.057 -2.479 -3.030 -0.01 -0.09 -0.04
H -4.187 -6.179 -3.532 -0.01 0.01 0.06
H 1.925 1.752 -3.221 0.82 -0.35 1.76
H 7.166 0.154 0.915 -1.44 0.39 1.21
H -3.807 2.028 1.013 -0.02 -0.01 -0.03
C 5.647 -3.017 2.834 0.01 1.50 -0.21
H 4.631 -3.432 3.175 1.02 0.60 -2.22
H 1.512 3.633 -1.409 -0.39 -0.63 -0.16
H -8.686 3.461 0.205 0.12 0.07 0.03
H -5.661 1.684 -1.403 0.01 0.03 0.04
C -4.526 -0.015 -0.729 -0.10 -0.06 -0.17
C 2.933 -0.310 -0.408 -0.40 -1.32 -0.35
H -5.808 -3.744 -1.049 0.02 0.00 -0.06
H 1.280 -1.027 2.776 -0.03 0.81 0.63
H 6.478 -3.789 2.664 -0.78 1.34 2.06
C -5.015 -6.583 -2.940 -0.10 -0.06 0.08
H 6.452 4.940 0.466 -0.22 -0.90 -0.73
H -1.408 2.104 1.592 1.83 0.08 0.39
H 3.134 2.302 -1.969 -0.95 -1.20 -0.04
H -0.011 -1.007 0.692 -1.06 0.88 0.49
H 4.212 4.575 1.088 0.11 0.09 0.62
H 5.004 1.376 -1.681 1.26 0.06 1.07
H 3.959 0.056 2.968 0.10 -1.29 -1.55
H 5.867 -0.016 -0.870 -0.30 1.81 -0.24
H 0.356 2.802 -2.247 0.61 -0.01 0.86
H -7.436 1.335 -0.019 0.04 -0.01 0.05
N 6.408 4.069 -0.103 -0.84 -0.40 0.70
H -7.581 4.013 1.469 0.04 0.00 -0.08
C -3.295 -3.328 -2.164 0.14 0.02 -0.09
O 1.398 -0.060 2.925 0.97 -0.64 -2.41
N 0.390 1.108 0.976 0.04 -1.32 1.53
C 3.936 -0.508 1.957 -2.17 2.06 0.77
H -2.817 -4.297 -1.994 -0.03 0.05 0.02
O 4.958 2.423 3.714 -2.99 -0.53 -1.45
Cl 8.812 0.671 -1.317 -1.70 0.30 0.22
H -1.173 -0.146 1.965 0.97 -0.20 -1.48
H -6.018 -7.398 -4.671 -0.10 0.08 0.06
C -4.649 -3.478 -2.842 -0.09 0.08 0.11
H -4.519 -3.945 -3.822 -0.04 -0.01 0.02
N 4.076 4.499 2.103 -0.07 -2.86 0.03
B 1.626 0.531 1.585 -1.73 1.00 1.78
C -7.305 1.944 0.881 0.00 0.07 0.11
N 5.358 -0.751 1.574 -0.83 -0.61 3.14
H -7.004 3.814 -0.197 -0.04 0.02 0.06
H -4.375 -5.734 -1.076 -0.05 0.03 0.01
C 5.956 -1.617 2.680 0.72 -3.29 0.63
C 5.578 1.665 0.574 0.72 -0.92 1.25
H -3.397 -2.820 -1.200 0.01 -0.06 -0.03
O 7.203 2.410 -2.500 0.24 -4.49 3.91
H 2.362 -1.268 -0.054 0.89 1.44 -0.59
C 2.042 0.254 -1.593 -0.88 -0.62 -0.62
H -0.139 2.021 2.950 -0.07 0.06 -1.47
C -4.763 2.201 0.503 -0.05 0.11 -0.04
C -5.659 -4.264 -2.004 -0.08 0.00 -0.04
C -5.269 -5.715 -1.707 0.09 0.00 0.03
H -6.579 -5.784 -4.230 -0.02 -0.07 0.03
H -6.630 -4.241 -2.510 0.05 -0.02 0.04
H 5.488 4.039 -0.564 0.66 0.30 0.15
C 6.516 2.913 0.843 1.69 0.92 1.10
H -6.069 -6.169 -1.111 0.06 0.01 -0.04
H 7.627 2.565 0.792 -1.82 0.07 -0.15
C -5.894 1.775 1.444 0.00 -0.11 0.03
H -3.584 -0.236 -0.219 -0.08 -0.03 0.02
```
Positions in Å, forces in eV/Å.

Löwdin atomic charge list, values in e, 6 entries:
1 C -0.112
2 H 0.106
3 H 0.116
4 H 0.144
5 H 0.103
6 C -0.084

***

Computed, not measured: C61H47O3P3SiW as an isolated structure, with ωB97M-V with the def2-TZVPD basis set.

net charge: +2
E_LUMO (spin up / spin down): -0.212 / -0.210 Eh
frontier orbital gap (spin up / spin down): 6.58 / 6.47 eV
maximum force: 0.0162 hartree/bohr
molecular weight: 1132.9 Da

The geometry in XYZ format:
```
116
Properties=species:S:1:pos:R:3:forces:R:3
H 4.316 -1.930 0.661 0.00 -0.02 -0.01
C -1.210 -3.205 -0.933 -0.01 0.06 -0.12
H -3.604 1.131 2.216 -0.01 0.00 0.00
H -2.653 -2.546 5.280 -0.01 -0.01 0.00
H 3.953 -2.346 3.433 0.00 0.01 0.03
C -0.697 -3.204 4.695 -0.02 0.02 0.00
H 1.539 1.094 2.591 0.01 -0.02 0.02
C 2.975 1.322 4.153 0.04 0.00 0.01
H 6.831 3.006 -0.075 0.00 0.00 0.01
Si -0.921 -0.089 1.222 0.42 -0.09 -0.53
C -5.098 0.203 1.004 0.06 0.00 -0.02
H 1.889 4.117 0.699 -0.03 0.03 -0.01
H 0.558 -3.225 -2.186 -0.03 -0.04 0.06
H -2.391 -5.894 0.749 0.00 -0.01 0.00
C -3.982 5.527 -2.112 -0.03 0.00 -0.06
C -5.356 -0.667 -0.049 0.01 0.00 -0.01
H -2.887 -3.512 0.386 -0.01 0.02 -0.03
P -1.565 -1.487 -1.395 -0.15 0.25 0.52
C 2.321 0.612 3.162 0.08 -0.02 -0.02
H 1.221 0.188 -3.045 0.02 -0.01 0.01
C -2.717 -0.086 0.673 0.01 0.01 0.11
C -3.041 -0.578 -3.596 -0.12 0.04 0.02
H -0.465 -6.955 -0.379 0.01 0.01 0.00
C 5.800 2.690 -0.150 0.00 0.00 -0.01
C 1.115 3.652 1.292 0.04 -0.06 0.01
H 5.118 -1.083 5.191 0.00 -0.01 0.00
H -3.465 0.154 -2.923 0.00 -0.16 -0.07
C 3.557 3.081 -0.929 0.01 0.02 0.06
H 0.466 1.004 -5.239 0.00 -0.02 0.00
H -3.181 -1.491 -6.854 0.00 0.00 -0.01
C -1.946 -2.416 -5.364 -0.01 0.01 -0.01
C -4.062 4.636 -3.186 -0.03 0.06 -0.04
H -0.853 -3.170 -3.702 -0.09 0.03 -0.06
H 4.503 1.262 5.658 0.01 0.00 0.00
H -2.802 -0.829 3.532 -0.02 -0.01 0.00
H 2.702 2.350 4.355 0.00 0.01 0.00
P 1.402 1.320 -0.473 -0.56 -0.11 -0.01
C 3.134 1.884 -0.343 -0.01 0.00 -0.02
C -0.136 3.455 3.381 0.06 0.03 -0.05
C -1.565 -2.426 -4.031 0.00 -0.06 -0.05
H -6.375 -0.907 -0.318 0.00 0.01 -0.01
H -0.282 4.869 -3.557 -0.01 0.01 0.00
C 0.799 4.135 2.507 -0.02 -0.05 0.08
H -3.517 2.703 -3.951 0.00 -0.01 -0.01
C 5.399 1.485 0.403 -0.01 0.00 -0.01
C -1.964 3.720 0.371 0.38 -0.23 0.04
H 4.895 -6.156 0.462 0.00 0.00 0.00
H 1.251 -3.634 3.920 -0.02 0.03 0.04
C -3.289 5.158 -0.992 0.04 -0.02 0.00
C -0.081 -3.795 -1.510 0.17 0.09 0.01
H -1.422 1.810 3.654 -0.04 0.01 -0.02
C 4.268 -5.308 0.704 0.01 0.00 -0.01
H -4.599 4.920 -4.081 -0.01 0.00 0.00
C 2.200 -4.425 1.565 -0.02 -0.06 -0.05
C -3.421 -0.574 -4.929 0.04 -0.04 0.00
C 0.043 3.844 -3.441 0.03 -0.02 -0.03
C 0.461 1.671 -4.388 0.00 0.00 0.01
H 2.864 3.700 -1.483 0.00 0.00 -0.01
C 4.333 -0.605 4.620 -0.01 -0.03 -0.03
C -2.118 -1.513 -3.132 0.24 0.00 -0.05
H -0.631 -3.954 5.472 0.00 0.00 0.00
C 3.987 0.711 4.883 -0.03 0.04 0.01
H 3.778 0.139 0.718 -0.07 -0.07 0.10
P 1.654 -1.653 1.700 -0.36 -0.68 0.31
C -0.781 2.356 2.974 -0.01 -0.10 -0.01
C 0.876 1.217 -3.146 -0.07 0.02 -0.02
C 4.878 3.483 -0.824 0.01 -0.01 -0.01
C 4.075 1.086 0.298 -0.01 -0.01 0.01
C 0.186 -5.145 -1.317 0.09 -0.01 0.16
H 0.435 4.066 -1.354 0.02 0.01 -0.01
C -1.745 -5.303 0.114 0.00 0.00 -0.01
H -0.272 3.348 -5.503 0.00 0.00 -0.01
C -0.860 -1.246 2.701 -0.12 0.01 0.10
C 4.728 -4.017 0.478 0.00 0.00 0.03
C -3.787 0.475 1.370 -0.06 0.05 -0.01
C 2.663 -3.129 1.367 0.05 0.05 0.04
C -4.305 -1.217 -0.768 -0.04 -0.02 -0.06
H -5.919 0.655 1.545 -0.01 -0.01 0.01
C 0.358 -3.031 3.812 0.03 0.02 0.04
C 0.046 2.987 -4.534 -0.01 0.01 0.01
H -4.152 0.145 -5.273 -0.02 0.00 -0.01
H -4.515 -1.869 -1.607 0.00 0.00 0.00
H 1.039 -5.600 -1.800 0.04 -0.02 0.00
H 1.215 -4.596 1.977 -0.02 -0.04 -0.07
W 0.635 -0.937 -0.439 0.34 0.32 -0.42
C -2.650 3.899 -0.903 0.01 -0.15 -0.04
C -2.992 -0.907 -0.423 -0.08 -0.11 -0.19
O -2.264 1.756 -2.043 0.24 0.14 0.29
C -2.759 3.000 -1.987 -0.10 0.22 0.10
H 1.291 5.029 2.867 -0.01 0.01 0.01
C -2.877 -1.492 -5.816 0.01 0.02 0.01
C 3.009 -5.508 1.247 -0.05 -0.05 -0.03
H -1.520 -3.139 -6.047 0.00 0.00 -0.01
C 3.674 -1.319 3.627 0.07 0.01 0.02
H 5.711 -3.855 0.058 0.00 0.00 -0.01
C -3.464 3.399 -3.125 0.02 0.01 0.13
C 0.520 2.412 0.813 -0.13 0.18 0.01
H 2.652 -6.514 1.429 0.00 0.01 -0.01
C 3.933 -2.933 0.814 -0.06 0.00 -0.04
C 0.874 2.068 -2.041 -0.07 -0.06 -0.03
H -4.461 6.494 -2.163 0.00 0.01 -0.01
H -3.209 5.831 -0.150 0.00 -0.01 0.00
C 0.452 3.385 -2.198 0.02 0.01 0.02
C -2.027 -3.965 -0.091 0.03 0.01 0.11
C 2.666 -0.708 2.889 0.01 0.19 -0.20
H -1.734 1.551 -1.262 0.09 0.00 0.12
C -0.518 1.752 1.655 -0.05 0.30 0.11
C -0.654 -5.899 -0.517 0.02 0.01 0.03
O -1.995 4.358 1.353 -0.12 0.11 0.07
H 6.113 0.852 0.912 0.00 0.00 0.00
C -1.909 -1.437 3.604 0.06 0.00 0.05
H -0.291 3.842 4.380 0.01 0.00 0.01
O -1.028 2.502 0.367 -0.26 -0.10 -0.44
H 5.194 4.411 -1.281 0.00 0.00 0.00
C 0.261 -2.077 2.804 0.12 0.00 0.07
C -1.832 -2.410 4.589 0.03 0.01 0.00
```
Positions in Å, forces in eV/Å.

Löwdin atomic charge list, values in e, 6 entries:
1 H 0.093
2 C -0.374
3 H 0.108
4 H 0.115
5 H 0.110
6 C -0.045

***

> The lowest maximum force belongs to which entry?

C61H47O3P3SiW

***

> Among the records above, which one has the lowest net charge?

C27H61BClN5O4P